{"formula": "C31H33ClEuFIN5OSi", "method": "ωB97M-V/def2-TZVPD", "elements": ["Eu", "Cl", "C", "C", "C", "C", "O", "C", "C", "N", "C", "C", "C", "C", "C", "C", "C", "C", "N", "C", "C", "H", "H", "H", "H", "H", "H", "H", "H", "H", "H", "C", "Si", "C", "C", "N", "C", "C", "C", "C", "C", "C", "F", "H", "H", "H", "H", "H", "H", "H", "H", "H", "H", "H", "H", "H", "N", "C", "N", "C", "C", "C", "C", "C", "H", "H", "H", "H", "H", "H", "H", "H", "H", "H", "I"], "coordinates": [[0.755, 0.426, -0.294], [6.177, 6.007, 0.916], [5.174, 4.639, 1.110], [5.736, 3.339, 1.074], [4.970, 2.239, 0.954], [3.540, 2.290, 0.960], [2.782, 1.297, 0.574], [2.977, 3.681, 1.175], [1.584, 3.952, 1.126], [0.628, 3.022, 1.187], [-0.579, 3.406, 1.659], [-0.837, 4.604, 2.408], [-2.140, 4.934, 2.828], [-3.176, 4.019, 2.642], [-2.923, 2.768, 2.089], [-3.924, 1.797, 1.896], [-3.527, 0.436, 1.686], [-2.204, 0.200, 1.415], [-1.304, 1.179, 1.193], [-1.577, 2.404, 1.608], [3.803, 4.786, 1.296], [6.827, 3.237, 1.070], [5.434, 1.267, 0.828], [1.271, 4.965, 0.958], [0.019, 5.127, 2.823], [-2.322, 5.881, 3.357], [-4.222, 4.256, 2.882], [-4.968, 2.035, 1.877], [-4.233, -0.363, 1.392], [-1.870, -0.821, 1.328], [3.343, 5.748, 1.368], [1.188, 0.022, 3.219], [1.638, -1.720, 2.725], [0.690, -2.823, 3.925], [3.474, -2.203, 2.793], [1.060, -1.654, 1.065], [1.418, -2.767, 0.374], [1.186, -4.081, 0.813], [1.073, -5.105, -0.079], [1.158, -4.951, -1.440], [1.567, -3.692, -1.918], [1.673, -2.660, -1.005], [1.913, -1.408, -1.487], [1.794, 0.797, 2.642], [1.348, 0.111, 4.293], [0.100, 0.245, 2.945], [1.334, -3.680, 4.233], [-0.283, -3.036, 3.514], [0.552, -2.204, 4.800], [3.880, -2.333, 3.793], [4.026, -1.442, 2.154], [3.644, -3.157, 2.261], [1.137, -4.290, 1.880], [0.767, -6.065, 0.269], [0.984, -5.792, -2.180], [1.733, -3.570, -3.000], [-1.126, -0.989, -1.380], [-1.653, -1.115, -2.424], [-2.283, -1.351, -3.522], [-2.607, -2.761, -3.920], [-3.900, -2.821, -4.683], [-4.051, -1.759, -5.798], [-3.668, -0.330, -5.310], [-2.358, -0.290, -4.540], [-2.714, -3.370, -3.040], [-1.732, -3.233, -4.421], [-4.672, -2.719, -3.959], [-4.058, -3.766, -5.182], [-5.135, -1.656, -6.005], [-3.589, -2.095, -6.733], [-4.424, 0.007, -4.582], [-3.576, 0.283, -6.184], [-2.289, 0.705, -4.094], [-1.516, -0.373, -5.214], [1.082, 2.336, -2.986]], "lumo_ev": [-1.71, -0.97], "gap_ev": [5.5, 6.3], "spin_multiplicity": 7, "homo_ev": [-7.21, -7.23], "s_squared": 12.018, "relative_energy_kcal_mol": 34.1}



{"formula": "C31H33ClGaN6OS", "method": "ωB97M-V/def2-TZVPD", "elements": ["Ga", "C", "C", "C", "C", "N", "C", "C", "C", "C", "C", "C", "N", "C", "C", "C", "C", "C", "N", "H", "H", "H", "H", "H", "H", "H", "H", "H", "H", "H", "S", "C", "C", "C", "C", "C", "O", "C", "C", "C", "C", "C", "C", "Cl", "C", "C", "C", "N", "C", "N", "C", "N", "H", "H", "H", "H", "H", "H", "H", "H", "H", "H", "H", "H", "H", "H", "H", "H", "H", "H", "H", "H", "H", "H"], "coordinates": [[0.835, 2.760, 0.545], [-3.558, 2.847, 1.089], [-3.715, 2.991, 2.457], [-2.594, 3.020, 3.275], [-1.351, 2.879, 2.684], [-1.210, 2.725, 1.368], [-2.276, 2.730, 0.576], [-0.061, 2.934, 3.424], [0.046, 2.964, 4.805], [1.308, 3.025, 5.371], [2.430, 3.047, 4.559], [2.252, 3.009, 3.186], [1.028, 2.960, 2.651], [3.362, 3.000, 2.195], [4.695, 3.188, 2.507], [5.620, 3.173, 1.471], [5.187, 2.990, 0.169], [3.831, 2.824, -0.063], [2.957, 2.812, 0.938], [-4.409, 2.844, 0.423], [-4.701, 3.101, 2.888], [-2.696, 3.167, 4.340], [-2.064, 2.676, -0.486], [-0.835, 2.931, 5.429], [1.419, 3.047, 6.447], [3.420, 3.084, 4.989], [5.016, 3.358, 3.525], [6.671, 3.319, 1.684], [5.880, 2.990, -0.660], [3.407, 2.725, -1.057], [0.581, 3.756, -1.268], [-0.886, -4.854, -2.012], [-1.805, -4.220, -0.954], [-3.260, -4.420, -1.389], [-1.595, -5.007, 0.348], [-1.495, -2.697, -0.711], [-1.942, -2.310, 0.593], [-2.194, -1.719, -1.682], [-1.927, -1.733, -3.198], [-0.657, -1.030, -3.616], [-0.595, 0.363, -3.597], [0.573, 1.044, -3.900], [1.703, 0.316, -4.238], [3.184, 1.148, -4.586], [1.663, -1.067, -4.309], [0.481, -1.730, -4.003], [0.028, -2.516, -0.654], [0.445, -1.319, 0.068], [0.381, -0.052, -0.301], [0.847, 0.710, 0.679], [1.201, -0.180, 1.647], [0.966, -1.421, 1.314], [-1.223, -5.873, -2.205], [0.148, -4.923, -1.670], [-0.893, -4.328, -2.965], [-3.487, -5.487, -1.400], [-3.456, -4.032, -2.389], [-3.969, -3.952, -0.700], [-1.664, -6.074, 0.130], [-2.351, -4.775, 1.098], [-0.620, -4.824, 0.802], [-2.862, -2.576, 0.694], [-1.997, -0.712, -1.299], [-3.265, -1.867, -1.530], [-2.770, -1.225, -3.672], [-1.941, -2.748, -3.591], [-1.480, 0.934, -3.332], [0.618, 2.124, -3.841], [2.547, -1.618, -4.602], [0.454, -2.812, -4.065], [0.454, -2.475, -1.652], [0.488, -3.333, -0.106], [0.045, 0.298, -1.265], [1.631, 0.096, 2.596]], "lumo_ev": -3.65, "gap_ev": 6.0, "spin_multiplicity": 1, "total_charge": 1, "homo_ev": -9.68, "relative_energy_kcal_mol": 0.0}



{"formula": "C31H33ClN2O2RuSi2", "method": "ωB97M-V/def2-TZVPD", "elements": ["C", "C", "C", "H", "C", "C", "H", "H", "H", "H", "Ru", "Si", "C", "C", "H", "C", "H", "C", "H", "C", "H", "C", "H", "C", "C", "H", "C", "H", "C", "H", "C", "H", "C", "H", "H", "Si", "C", "C", "H", "C", "H", "C", "H", "C", "H", "C", "H", "C", "C", "H", "C", "H", "C", "H", "C", "H", "C", "H", "H", "Cl", "C", "O", "C", "O", "N", "N", "H", "H", "H", "H", "H", "H"], "coordinates": [[2.187, -3.440, 0.951], [1.352, -3.123, -0.167], [2.085, -2.215, -1.016], [0.374, -3.537, -0.378], [3.341, -1.919, -0.359], [3.393, -2.697, 0.843], [4.210, -2.710, 1.556], [1.954, -4.167, 1.725], [1.813, -1.921, -2.017], [4.131, -1.296, -0.756], [1.559, -1.000, 0.661], [0.168, 2.052, -1.819], [-1.638, 2.093, -1.314], [-2.074, 2.835, -0.208], [-1.357, 3.136, 0.562], [-3.417, 3.204, -0.087], [-3.736, 3.832, 0.746], [-4.354, 2.778, -1.036], [-5.402, 3.077, -0.953], [-3.942, 1.934, -2.077], [-4.677, 1.553, -2.791], [-2.597, 1.579, -2.205], [-2.275, 0.912, -3.011], [0.773, 3.778, -1.430], [0.913, 4.668, -2.507], [0.538, 4.371, -3.493], [1.520, 5.915, -2.310], [1.622, 6.597, -3.153], [1.983, 6.284, -1.040], [2.497, 7.234, -0.897], [1.771, 5.431, 0.044], [2.102, 5.709, 1.044], [1.113, 4.208, -0.139], [0.899, 3.573, 0.724], [0.046, 1.916, -3.279], [-0.576, 0.082, 1.297], [1.672, 0.728, -0.164], [1.455, 0.702, -1.621], [0.899, -0.156, -2.025], [2.598, 1.150, -2.434], [2.536, 1.015, -3.513], [3.688, 1.721, -1.829], [4.547, 2.030, -2.432], [3.732, 1.949, -0.449], [4.606, 2.432, -0.009], [2.672, 1.553, 0.362], [2.671, 1.783, 1.430], [-1.985, -0.807, 0.428], [-1.694, -1.439, -0.791], [-0.660, -1.505, -1.143], [-2.714, -1.945, -1.594], [-2.457, -2.384, -2.556], [-4.048, -1.866, -1.183], [-4.848, -2.231, -1.832], [-4.343, -1.299, 0.064], [-5.381, -1.259, 0.397], [-3.326, -0.758, 0.856], [-3.544, -0.277, 1.809], [-0.742, 0.133, 2.723], [2.319, -0.543, 2.801], [-0.539, -7.104, 3.782], [0.235, -5.890, 3.909], [-0.349, -4.857, 3.265], [-1.361, -4.932, 2.570], [0.302, -3.671, 3.569], [-0.188, -2.580, 2.842], [-0.578, -7.414, 2.729], [-1.553, -6.952, 4.166], [0.004, -7.831, 4.388], [1.305, -3.695, 3.716], [-1.177, -2.784, 2.661], [-0.052, -1.740, 3.397]], "lumo_ev": [-4.27, -5.74], "gap_ev": [5.0, 5.5], "spin_multiplicity": 6, "total_charge": 1, "homo_ev": [-9.23, -11.24], "s_squared": 8.793, "relative_energy_kcal_mol": 44.1}



> Number 3 is which compound?

C31H33ClN2O2RuSi2